Model one:
DFT (ωB97M-V/def2-TZVPD) results for a structure of composition C5H11NO2.

Each line ends with the natural charge from an NBO analysis.
Cartesian coordinates (Å):
C 1.13048 -2.13037 -0.77033  -0.26
C -2.08852 -0.54580 0.00314  -0.69
C -0.76639 -0.38645 -0.71475  0.66
O 0.22583 -1.45462 0.10851  -0.63
O -0.60154 -0.35020 -1.91039  -0.60
H 1.60750 -2.93102 -0.20489  0.20
H 0.57988 -2.54269 -1.61507  0.20
H 1.88517 -1.44091 -1.15505  0.19
H -2.73343 0.28644 -0.28025  0.23
H -1.95047 -0.56123 1.08214  0.23
H -2.55267 -1.47918 -0.31655  0.24
C 0.63150 2.70882 0.71793  -0.69
C 0.71613 1.23119 0.82760  0.28
N 1.38081 0.36514 1.34127  -0.55
H 0.90320 -0.70738 0.86857  0.45
H -0.18360 0.70738 -0.04528  0.02
H 0.76200 3.01441 -0.32132  0.24
H -0.35033 3.05184 1.04779  0.24
H 1.40446 3.16463 1.33693  0.24

Results
LUMO energy (Eh): 0.0167
HOMO-LUMO gap (eV): 9.14
Charge: 0

---

Model two:
DFT (ωB97M-V/def2-TZVPD) results for a structure of composition C5H11NO2.

Each line ends with the natural charge from an NBO analysis.
Cartesian coordinates (Å):
C 0.78418 0.31162 -0.21582  0.40
C -2.25283 -1.18550 -0.36928  -0.26
C 1.64984 1.37195 0.36826  -0.70
C 0.77202 0.20007 -1.69691  -0.67
C -0.16732 -0.41862 0.65875  0.55
N -0.33275 -0.12757 2.04570  -0.85
O -1.46564 -0.06491 -0.00483  -0.58
O 0.55028 -1.47068 0.32439  -0.59
H 0.35900 -0.58022 2.62569  0.38
H -0.41962 0.85648 2.25723  0.37
H -2.76198 -0.94860 -1.30721  0.18
H -2.98794 -1.36752 0.42051  0.17
H -1.63972 -2.08242 -0.50287  0.19
H 2.02179 1.06504 1.34645  0.25
H 1.02804 2.25897 0.52921  0.25
H 2.47934 1.64817 -0.28089  0.22
H 0.53398 1.17214 -2.13563  0.24
H 0.07458 -0.56229 -2.02617  0.25
H 1.77475 -0.07611 -2.03658  0.23

Results
LUMO energy (Eh): 0.0188
HOMO-LUMO gap (eV): 9.54
Charge: 0

---

Model three:
DFT (ωB97M-V/def2-TZVPD) results for a cluster of 2 separate species, C5H11NO2 in total.

Each line ends with the natural charge from an NBO analysis.
Cartesian coordinates (Å):
O 1.21867 -0.83095 1.29203  -0.53
C 2.16346 -0.18632 0.83838  0.45
N 2.15117 0.58140 -0.27109  -0.29
C 1.10091 0.45301 -1.17430  -0.24
C -1.90305 0.75283 0.69159  -0.11
C -3.00751 -0.20904 1.15980  -0.61
O -1.72185 0.59217 -0.66656  -0.44
C 0.86239 -0.95360 -1.79191  -0.61
H 3.11935 -0.07905 1.38192  0.13
H 1.69442 -1.38464 -2.37201  0.22
H 0.13437 0.68041 -0.67398  0.33
H -0.98053 0.40496 1.18755  0.22
H -2.77943 -1.15352 0.65732  0.22
H -3.94010 0.18280 0.73187  0.21
H -3.10726 -0.32990 2.25296  0.22
H -2.18864 1.79655 0.95303  0.15
H 0.59664 -1.65239 -1.00150  0.23
H 0.06197 -0.85679 -2.53360  0.23
H 1.26644 1.17009 -1.95402  0.22

Results
LUMO energy (Eh): -0.1502
HOMO-LUMO gap (eV): 4.97
Charge: 0

---

Model four:
DFT (ωB97M-V/def2-TZVPD) results for a cluster of 2 separate species, C5H11NO2 in total.

Each line ends with the natural charge from an NBO analysis.
Cartesian coordinates (Å):
O -0.25936 0.24447 -1.85310  -0.53
C -0.62515 -0.27387 -0.83262  0.44
C 0.23411 -1.29722 -0.09112  -0.16
C 1.17386 -0.48116 0.83356  -0.44
C 2.64756 -0.56265 0.47172  -0.18
C 3.13144 -0.49771 -0.75788  -0.40
N -0.59833 -2.16335 0.70638  -0.86
H -1.58174 -0.03652 -0.33365  0.12
H 0.86533 -1.83138 -0.80049  0.20
H 1.02942 -0.72754 1.88793  0.21
H 0.92442 0.57683 0.80796  0.23
H 3.31322 -0.59688 1.32072  0.20
H 4.20086 -0.55150 -0.93920  0.20
H 2.50410 -0.45042 -1.64882  0.21
H -0.29531 -2.37964 1.64183  0.37
H -1.00532 -2.98192 0.27793  0.37
H -5.39251 4.15667 -0.80062  0.47
H -4.90351 5.35258 0.01096  0.47
O -5.36308 4.50120 0.09853  -0.94

Results
LUMO energy (Eh): 0.0342
HOMO-LUMO gap (eV): 10.19
Charge: 0
SMILES: C=CC[C@@H](N)C=O.O

---

Result of the stability comparison: model three is the least stable of them.